1.
{
  "formula": "C26H54O17S5",
  "method": "wB97M-V/def2-TZVPD",
  "homo_lumo_gap_ev": 8.503,
  "relative_energy_kj_mol": 347.5,
  "homo_ev": -8.68,
  "species": ["C", "C", "C", "O", "C", "O", "O", "H", "H", "H", "H", "H", "H", "C", "C", "C", "O", "C", "O", "O", "H", "H", "H", "H", "H", "H", "C", "C", "C", "O", "C", "O", "O", "H", "H", "H", "H", "H", "H", "C", "C", "C", "O", "C", "O", "O", "H", "H", "H", "H", "H", "H", "C", "S", "O", "C", "H", "H", "H", "H", "H", "H", "C", "S", "O", "C", "H", "H", "H", "H", "H", "H", "C", "S", "O", "C", "H", "H", "H", "H", "H", "H", "C", "S", "O", "C", "H", "H", "H", "H", "H", "H", "C", "S", "O", "C", "H", "H", "H", "H", "H", "H"],
  "coordinates": [[0.299, 5.032, -0.491], [1.329, 3.970, 0.038], [1.875, 2.986, -0.927], [3.225, 3.156, -0.879], [3.625, 4.173, -0.103], [4.756, 4.611, 0.174], [2.509, 4.613, 0.502], [-0.542, 4.503, -0.941], [0.747, 5.691, -1.234], [-0.137, 5.608, 0.325], [0.903, 3.424, 0.879], [1.364, 3.100, -1.883], [1.648, 2.003, -0.515], [2.075, -2.447, -2.952], [2.748, -1.033, -3.357], [2.675, -0.047, -2.207], [3.995, 0.458, -2.151], [4.883, -0.385, -2.768], [6.104, -0.246, -2.745], [4.165, -1.304, -3.404], [2.395, -2.785, -1.966], [2.329, -3.347, -3.511], [0.990, -2.344, -2.931], [2.277, -0.598, -4.238], [2.508, -0.487, -1.224], [1.978, 0.724, -2.535], [-4.858, 3.069, 1.133], [-4.106, 4.359, 1.108], [-4.327, 5.152, 2.374], [-3.011, 5.262, 2.961], [-2.136, 4.588, 2.258], [-0.916, 4.597, 2.452], [-2.813, 3.956, 1.310], [-5.927, 3.282, 1.162], [-4.717, 2.413, 1.992], [-4.720, 2.522, 0.200], [-4.291, 5.034, 0.272], [-4.987, 4.706, 3.118], [-4.682, 6.174, 2.247], [3.573, -6.261, 3.048], [2.505, -5.099, 3.053], [3.036, -3.763, 2.587], [2.533, -3.736, 1.234], [1.389, -4.510, 1.200], [0.491, -4.489, 0.365], [1.382, -5.327, 2.237], [3.049, -7.158, 3.378], [4.352, -5.993, 3.762], [3.960, -6.523, 2.064], [2.177, -5.016, 4.090], [4.125, -3.740, 2.592], [2.526, -2.967, 3.131], [-4.847, -4.583, -2.190], [-4.892, -6.297, -2.855], [-4.930, -6.083, -4.355], [-3.225, -6.871, -2.327], [-5.172, -3.863, -2.941], [-3.838, -4.264, -1.929], [-5.445, -4.542, -1.280], [-2.599, -6.877, -3.220], [-3.181, -7.916, -2.021], [-2.766, -6.265, -1.546], [-1.712, 1.111, -1.078], [-0.532, -0.330, -1.156], [0.478, -0.073, -0.043], [-1.758, -1.518, -0.449], [-1.928, 1.520, -0.091], [-2.573, 0.762, -1.648], [-1.262, 1.964, -1.587], [-1.242, -2.471, -0.335], [-2.508, -1.697, -1.219], [-2.131, -1.220, 0.531], [-1.293, -0.165, 3.059], [-2.373, -1.446, 3.788], [-3.482, -1.433, 2.721], [-1.227, -2.929, 3.623], [-0.459, 0.050, 3.728], [-1.824, 0.781, 2.946], [-0.903, -0.569, 2.124], [-0.266, -2.658, 4.060], [-1.021, -3.285, 2.613], [-1.522, -3.861, 4.104], [-0.260, 4.415, -4.489], [-0.913, 2.710, -4.683], [-0.013, 1.815, -3.811], [-2.449, 3.125, -3.689], [0.536, 4.539, -5.223], [0.057, 4.727, -3.494], [-1.064, 5.096, -4.766], [-3.072, 2.239, -3.563], [-3.079, 3.818, -4.248], [-2.169, 3.637, -2.769], [5.252, 0.989, 2.269], [4.021, 0.932, 3.632], [3.910, 2.383, 4.022], [2.558, 0.557, 2.589], [5.135, 0.133, 1.604], [6.295, 1.214, 2.490], [4.859, 1.802, 1.658], [1.775, 0.061, 3.163], [2.636, -0.188, 1.797], [2.089, 1.461, 2.200]],
  "forces_ev_per_angstrom": [[0.6077, -0.9858, 0.4563], [-1.1783, 1.6905, 0.9291], [-2.2701, -1.2014, 0.2783], [3.6856, -0.0910, -1.6739], [1.6949, 1.2155, 1.9922], [-3.6159, -1.9114, -1.6740], [0.1040, 1.4950, 0.7769], [-0.0413, -0.1903, -0.1854], [0.1129, -0.0123, 0.0206], [0.3783, 0.0318, 0.0251], [-0.2247, 0.4149, 0.1720], [0.7483, -0.1167, -0.5713], [0.0020, -0.2840, -0.5004], [0.2985, 1.0293, -0.1015], [-0.5659, -3.2709, 1.9855], [0.1859, -0.1222, -0.4228], [1.5406, 0.6682, 0.0026], [1.4388, 1.7027, 0.4695], [-3.2963, -0.7279, -0.0689], [0.2997, -0.6780, -1.4763], [0.0410, 0.7042, 0.3761], [0.0915, 0.5580, -0.9395], [-0.0185, 0.0178, -0.0511], [0.7506, -0.2624, -0.4470], [-0.7055, 0.0407, -0.2502], [0.0361, 0.2395, 0.7671], [-2.1678, -0.2120, -1.1704], [-1.4263, -0.3092, 1.9656], [-0.2147, 1.3058, 1.5342], [-0.8545, 1.0672, 1.1287], [3.1707, 0.7126, 0.6129], [-3.4252, -0.5955, -0.6928], [3.6827, -1.3757, -2.4137], [-0.2648, 0.1032, -0.1222], [0.6902, 0.3088, 0.0065], [0.2409, -0.2039, 0.1209], [0.4261, -0.5235, -0.5355], [0.0718, -0.3565, -0.1255], [0.0243, -0.0446, -0.2972], [-1.6794, 0.4475, -0.2734], [1.9712, -1.0872, 1.3752], [-0.6790, -0.5118, -0.6616], [-0.9682, -0.0396, -0.4854], [-1.0478, 0.7136, -2.1294], [2.3699, 0.3328, 1.6324], [-0.4511, -0.7148, 0.5092], [0.1516, -0.0439, 0.2833], [0.0582, -0.1268, -0.1650], [0.1889, 0.4858, -0.0436], [-0.2716, -0.0620, -0.0481], [-0.2235, 0.4138, -0.0597], [0.5186, 0.3233, 0.0447], [0.6912, -0.0153, 0.4824], [-0.2681, 0.7635, -0.9623], [0.4644, -0.5631, 1.2594], [0.4905, -0.1167, -0.5109], [-0.4408, -0.5022, -0.1138], [0.1530, -0.2680, 0.0294], [-0.1380, 0.0533, -0.1394], [-0.0068, 0.5248, -0.1296], [-0.7168, 0.0254, 0.2040], [-0.2015, 0.1157, -0.0942], [0.7841, -0.0966, -0.6918], [-0.7265, 0.9496, 2.3508], [-0.6991, -0.3388, -0.8506], [0.8838, -0.3013, -0.5780], [-0.1265, -0.8765, 0.3428], [-0.2214, 0.2748, 0.2242], [0.2347, -0.4006, -0.3555], [0.2996, 0.0160, 0.0341], [-0.3121, 0.2823, 0.2056], [-0.2634, 0.2751, -0.3109], [0.8359, -0.6432, 0.7356], [-0.9493, 0.1899, -1.8348], [1.2860, -0.7345, 1.4067], [0.3192, 0.0300, -0.4473], [0.1255, -0.1333, 0.0680], [-0.3933, -0.4069, -0.1144], [-0.0638, 0.3143, -0.0556], [-0.0230, 0.3172, 0.1398], [-0.2314, 0.7019, -0.4712], [-0.7551, 0.4953, 0.5287], [-0.2963, 0.1246, -0.8562], [0.7034, 0.1218, 2.5091], [-1.3949, 1.1108, -1.1806], [0.1513, -0.0754, -0.7241], [0.1216, -0.0421, 0.2214], [0.0759, -0.6966, 0.1166], [-0.0847, -0.0363, -0.2151], [0.3969, -0.0977, 0.3058], [0.2705, 0.1014, -0.3611], [0.0604, -0.3983, 0.0990], [-1.1320, 0.0871, -0.9771], [0.5247, 1.1123, -0.5276], [-0.2458, -1.1925, 0.0262], [-0.7476, -0.5124, -0.0730], [0.2860, -0.3818, 0.3163], [-0.3123, -0.2326, 0.6214], [0.1428, 0.3508, 0.0566], [0.1397, 0.3043, 0.7890], [0.8637, 0.2486, -0.3396], [0.4546, 0.2107, -0.0377]]
}

=====

2.
{
  "formula": "C2H10N2O2",
  "method": "wB97M-V/def2-TZVPD",
  "smiles": "NCO.NCO",
  "homo_lumo_gap_ev": 10.122,
  "relative_energy_kj_mol": 87.2,
  "homo_ev": -9.31,
  "species": ["N", "C", "O", "H", "H", "H", "H", "H", "N", "C", "O", "H", "H", "H", "H", "H"],
  "coordinates": [[-0.641, -2.110, -2.069], [-0.707, -1.861, -0.627], [-1.025, -0.483, -0.399], [-0.770, -1.204, -2.514], [0.304, -2.407, -2.299], [-1.488, -2.484, -0.205], [0.272, -2.055, -0.177], [-1.771, -0.474, 0.209], [0.925, 1.766, -0.148], [1.245, 1.470, 1.211], [0.166, 1.073, 2.055], [0.229, 1.172, -0.584], [0.696, 2.739, -0.290], [1.933, 0.624, 1.276], [1.741, 2.351, 1.634], [-0.360, 1.830, 2.325]],
  "forces_ev_per_angstrom": [[0.3920, 0.2605, 0.2605], [0.2153, 0.4548, -0.6148], [-0.2974, -0.6312, -0.0783], [-0.0838, -0.1872, -0.1034], [-0.1923, 0.0550, -0.1370], [0.0017, -0.1335, 0.3297], [-0.2092, -0.2261, 0.1887], [0.1399, 0.3003, 0.0350], [0.0826, 0.4295, -0.2455], [0.0461, -0.0329, 0.1464], [-0.2053, -0.1331, 0.1712], [0.1218, -0.1453, 0.3509], [-0.1006, -0.0629, 0.0086], [-0.0611, 0.0368, -0.1138], [0.0710, -0.1300, -0.0542], [0.0791, 0.1453, -0.1441]]
}

=====

3.
{
  "formula": "C8H8FO5",
  "method": "wB97M-V/def2-TZVPD",
  "charge": -1,
  "smiles": "CC1(C)OC(=O)C(C(=O)CF)=C([O-])O1",
  "homo_lumo_gap_ev": 8.065,
  "relative_energy_kj_mol": 0.0,
  "homo_ev": -4.64,
  "species": ["C", "C", "C", "C", "C", "C", "C", "C", "O", "O", "O", "O", "O", "F", "H", "H", "H", "H", "H", "H", "H", "H"],
  "coordinates": [[1.026, 0.240, -0.412], [0.373, 1.527, -0.543], [0.268, -0.919, -0.652], [2.402, 0.268, -0.027], [-1.607, 0.306, -0.196], [-1.329, 0.020, 1.271], [-3.114, 0.433, -0.567], [3.112, -1.179, 0.157], [3.110, 1.227, 0.083], [0.900, 2.622, -0.738], [0.715, -2.018, -0.819], [-1.012, 1.538, -0.595], [-1.096, -0.775, -0.909], [4.269, -0.931, 0.905], [-1.670, -0.910, 1.494], [-1.842, 0.658, 1.936], [-0.277, -0.012, 1.643], [-3.374, -0.545, -0.965], [-3.156, 1.236, -1.276], [-3.673, 0.658, 0.354], [2.464, -1.906, 0.571], [3.514, -1.535, -0.716]],
  "forces_ev_per_angstrom": [[-0.7539, 1.8564, 0.4924], [0.8318, 2.0093, -1.1839], [0.1296, 0.0871, -1.2213], [0.4771, -3.0515, -0.9047], [-0.5794, 0.8121, 0.4799], [1.3941, 1.5927, 0.5045], [1.4360, -0.5644, 1.4185], [-0.2416, 3.0938, 1.3344], [0.6941, 1.0864, 0.5248], [-0.6966, -1.4251, 0.5485], [0.4306, -1.9350, 0.0220], [0.0623, -0.7933, 0.2320], [0.6500, 0.1548, -0.2202], [-0.1418, -0.3508, 0.7215], [-1.2960, -3.0234, 0.4450], [-0.7215, 1.1765, 0.5614], [-0.7143, 0.4002, -0.9035], [-0.4520, 0.1641, -0.1474], [-0.4367, 0.2005, -0.4402], [-0.0610, -0.0064, -0.5241], [-0.3300, -0.6702, 0.9008], [0.3191, -0.8138, -2.6406]]
}

=====

4.
{
  "formula": "C2H3NO2",
  "method": "wB97M-V/def2-TZVPD",
  "smiles": "N#CCOO",
  "homo_lumo_gap_ev": 11.390,
  "relative_energy_kj_mol": 392.4,
  "homo_ev": -10.74,
  "species": ["C", "C", "N", "O", "O", "H", "H", "H"],
  "coordinates": [[1.252, -0.583, -0.205], [0.318, 0.146, 0.676], [2.025, -1.060, -0.898], [-1.317, 0.505, -0.968], [-1.119, -0.018, 0.392], [0.413, -0.206, 1.790], [0.578, 1.190, 0.427], [-2.151, 0.026, -1.215]],
  "forces_ev_per_angstrom": [[-0.8837, -0.2105, 0.4546], [-1.2355, -0.2070, 0.5743], [0.3726, -0.2695, -0.2906], [-0.6185, -0.7189, 0.5913], [1.5871, 0.0308, -0.4830], [-0.0535, 1.0180, -2.1976], [-0.2196, -0.1150, 0.9722], [1.0511, 0.4722, 0.3787]]
}

=====

E_LUMO values, unit Ha, following the record order: -0.00647; 0.02999; 0.12572; 0.02403.